(1)
Entry from the Open Molecules 2025 dataset: a 10-piece molecular cluster, H19O10 overall (ωB97M-V/def2-TZVPD).

The geometry in XYZ format:
```
29
Properties=species:S:1:pos:R:3:forces:R:3
O 1.7344 1.2237 -0.7105 0.772 0.082 0.130
H 2.4128 1.2153 -1.3939 -0.141 -0.096 0.014
H 0.8214 -0.9480 -2.6730 0.135 -1.033 -0.451
O 2.2322 2.4574 1.5053 0.179 -0.038 0.010
H 1.5793 2.1709 2.1506 0.228 -0.118 -0.058
H -1.4055 2.7574 0.5730 0.303 -0.047 -0.073
O 1.1672 -1.8379 -2.9865 -0.234 1.279 0.448
H 2.1935 1.8539 0.6766 -0.519 0.659 0.150
H 2.1197 -1.7028 -2.9512 0.011 -0.172 0.075
O -0.3304 0.4881 -2.2250 -0.501 0.492 0.194
H -1.0868 -2.5613 0.6672 -0.516 -1.220 0.054
H 0.1732 1.2181 1.2967 -0.077 0.118 -0.124
O -0.7408 -3.2189 0.0187 0.247 2.245 1.029
H -2.6907 -2.0877 -1.5113 -0.994 -0.214 -0.982
H -0.6368 0.1945 -1.3576 -0.319 -0.274 -0.124
O -3.5554 -0.7312 2.5945 -0.110 -0.124 0.200
H -3.5715 -1.3867 1.8882 0.061 0.238 -0.031
H -2.7698 -0.1894 2.4692 0.041 -0.084 -0.233
O 3.3014 -0.9528 0.4752 -0.107 0.207 0.373
H 3.0433 -0.0476 0.2186 -0.145 -0.083 -0.476
H 2.7302 -1.0667 1.2434 0.118 -0.256 0.026
O -3.3272 -1.7565 -0.8529 2.429 -0.214 0.591
H -2.5472 -1.7061 -0.2397 -1.516 0.463 0.270
H 0.0233 -2.6284 -0.1267 0.528 -0.926 -0.975
O -0.1462 0.4836 0.7690 0.020 -1.152 -0.501
H 0.5997 0.3564 0.0847 -0.323 0.782 0.731
O -1.1657 3.4084 1.2400 -0.213 0.189 0.312
H 0.1035 1.3076 -1.9045 0.549 -0.476 -0.346
H -0.2609 3.6865 1.0622 0.092 -0.228 -0.234
```
Positions in Å, forces in eV/Å.

Values from the calculation:
Relative energy (zero: lowest compared OMol25 entry of this formula, charge and spin): 31.9 kcal per mole
Net charge: -1
HOMO level: -6.2131 eV

=====

(2)
Entry from the Open Molecules 2025 dataset: C30H75KO20P5 as an isolated structure (ωB97M-V/def2-TZVPD).

The geometry in XYZ format:
```
131
Properties=species:S:1:pos:R:3:forces:R:3
K -0.1275 -0.9027 0.1743 -0.024 0.368 0.150
C -1.3849 3.8156 -3.6663 0.250 -1.178 -0.363
C -1.1153 3.1084 -2.3355 -0.198 0.319 -0.334
O 0.0212 3.7132 -1.6625 -0.463 0.234 -0.276
P 1.0920 2.7674 -1.0276 -0.035 0.566 -0.579
O 0.5832 1.7674 -0.1067 -0.012 -1.102 0.736
O 1.8759 2.1180 -2.2398 -0.028 -0.210 -0.326
C 2.1524 2.8964 -3.4228 0.353 0.461 -0.468
C 3.6394 2.8681 -3.7481 -0.005 -0.273 0.542
O 2.0397 3.8522 -0.4306 0.528 0.627 0.257
C 3.0796 3.5373 0.5264 0.074 -0.268 -0.532
C 4.3068 2.9323 -0.1251 0.297 0.110 0.117
H -1.5705 3.0406 -4.4207 -0.265 0.040 0.115
H -2.2718 4.4379 -3.6413 0.246 0.454 0.023
H -0.4838 4.2884 -4.0536 -0.172 0.532 0.282
H -1.9737 3.2109 -1.6774 0.061 -0.133 0.137
H -0.9374 2.0472 -2.5136 0.134 -0.035 0.206
H 1.5630 2.5000 -4.2477 -0.085 -0.322 0.105
H 1.8421 3.9361 -3.2967 -0.120 -0.132 0.214
H 4.0593 1.9399 -3.3607 0.054 -0.123 -0.156
H 3.8356 2.9102 -4.8164 -0.080 0.118 -0.045
H 4.1573 3.6844 -3.2446 0.034 0.010 -0.102
H 3.3551 4.4922 0.9665 -0.141 -0.006 0.067
H 2.6565 2.8651 1.2734 0.374 0.255 -0.527
H 4.0581 2.1042 -0.7865 -0.007 -0.119 0.088
H 4.8876 3.6630 -0.6901 -0.233 0.068 -0.135
H 4.9793 2.5900 0.6659 -0.108 -0.148 -0.013
C 2.1031 -0.5944 6.8985 -0.211 0.447 -0.537
C 2.8145 0.0606 5.7313 1.153 -0.012 0.615
O 2.1088 -0.2882 4.5388 -0.240 -0.143 0.035
P 2.6868 -0.0357 3.1047 -0.025 0.064 -0.376
O 1.9551 -0.7494 2.0583 -0.071 -0.025 -0.207
O 2.7440 1.5388 2.9032 0.114 0.005 0.564
C 1.5395 2.3197 3.0853 -0.605 -0.042 -0.213
C 1.9061 3.7304 3.4557 0.325 0.434 0.483
O 4.2058 -0.4034 3.2654 0.211 0.100 0.169
C 5.1647 -0.0867 2.2406 0.041 0.034 -0.276
C 5.9269 -1.3377 1.8985 -0.362 -0.198 -0.087
H 1.0416 -0.3455 6.8456 -0.026 -0.150 0.091
H 2.2453 -1.6677 6.7955 -0.166 -0.084 0.257
H 2.4828 -0.2382 7.8521 0.169 -0.078 0.031
H 2.9786 1.1405 5.8209 -0.691 0.050 -0.063
H 3.8405 -0.3197 5.6759 -0.174 -0.209 -0.151
H 0.9838 2.2686 2.1439 -0.043 0.055 0.106
H 0.9037 1.8786 3.8568 0.203 -0.151 0.070
H 2.3820 4.2701 2.6362 -0.264 -0.049 0.368
H 1.0325 4.2911 3.7896 -0.152 -0.076 -0.207
H 2.5958 3.7510 4.3046 0.019 -0.164 -0.068
H 4.6417 0.3023 1.3640 0.024 0.030 -0.001
H 5.8347 0.6866 2.6184 -0.147 0.066 0.103
H 5.2178 -2.0872 1.5413 0.079 -0.066 0.016
H 6.6450 -1.1440 1.1028 0.148 0.016 0.109
H 6.4160 -1.7284 2.7880 0.178 -0.029 -0.071
C 0.5349 -0.7117 -7.1344 -0.938 -0.047 0.351
C 1.5888 -0.8339 -6.0716 0.990 0.515 -0.770
O 1.0063 -0.6288 -4.7776 -0.192 -0.192 -0.020
P 1.3707 -1.5150 -3.5359 0.333 0.589 -0.505
O 0.4653 -1.3429 -2.4096 -0.571 0.095 0.785
O 1.4056 -2.9500 -4.1495 -0.032 -0.925 -0.371
C 2.0572 -4.0717 -3.5213 0.808 0.329 0.647
C 2.9784 -4.7565 -4.5055 -0.455 -0.214 -0.568
O 2.8697 -1.1308 -3.2293 0.238 -0.043 0.377
C 3.3564 -1.2189 -1.8543 -0.196 -0.007 -0.436
C 4.8408 -1.4434 -1.9204 0.212 0.071 0.014
H -0.2345 -1.4779 -7.0017 0.183 -0.105 -0.144
H 0.0025 0.2372 -7.0275 0.196 0.060 -0.087
H 0.9397 -0.7772 -8.1399 0.163 -0.045 -0.004
H 2.1469 -1.7672 -6.1454 -0.351 -0.245 0.268
H 2.3522 -0.0647 -6.2432 -0.171 0.113 0.318
H 2.6757 -3.7181 -2.6855 -0.113 0.104 -0.119
H 1.3211 -4.7174 -3.0460 -0.262 -0.076 -0.478
H 2.4771 -4.9244 -5.4637 -0.124 -0.025 0.155
H 3.8603 -4.1597 -4.7350 0.035 0.046 0.232
H 3.2748 -5.7367 -4.1331 0.127 0.083 0.105
H 3.0838 -0.2888 -1.3600 -0.069 -0.021 0.149
H 2.8603 -2.0574 -1.3685 -0.073 0.089 0.161
H 5.0685 -2.0685 -2.7826 0.072 -0.056 0.024
H 5.3784 -0.5011 -2.0243 0.069 -0.048 -0.045
H 5.1877 -1.9577 -1.0255 0.062 0.082 0.060
C -1.4017 -3.6154 6.6717 -0.671 -0.365 -0.428
C -0.9382 -3.0060 5.3511 0.262 -0.527 0.811
O -1.8174 -1.9043 5.0371 0.054 -0.100 -0.016
P -2.2058 -1.7115 3.5149 0.304 -0.138 0.013
O -1.0681 -1.5592 2.6077 0.062 -0.107 -0.259
O -3.1179 -2.9350 3.1530 -0.056 -0.389 -0.104
C -4.3502 -3.1800 3.8534 -0.649 0.704 0.252
C -5.2176 -4.0737 3.0055 0.081 -0.223 0.359
O -3.2141 -0.5153 3.5426 -0.232 0.716 0.172
C -2.7075 0.8310 3.4036 -0.137 0.881 -0.619
C -2.0835 1.3587 4.6792 0.285 -1.142 0.023
H -2.2566 -4.2720 6.4706 -0.071 0.228 0.077
H -0.6760 -4.2770 7.1418 0.327 0.295 -0.062
H -1.7393 -2.8457 7.3624 0.220 0.040 0.097
H 0.0897 -2.6517 5.4223 -0.082 0.267 -0.140
H -0.9766 -3.7781 4.5812 -0.004 0.175 -0.195
H -4.1720 -3.5395 4.8693 0.292 -0.388 -0.201
H -4.8637 -2.2236 4.0072 0.095 -0.012 -0.199
H -5.3175 -3.6326 2.0165 -0.067 -0.108 -0.088
H -4.8102 -5.0817 2.9343 0.082 0.042 -0.159
H -6.2023 -4.1588 3.4672 -0.026 0.059 -0.063
H -2.0556 0.8802 2.5268 0.302 -0.249 0.277
H -3.5419 1.4760 3.1128 -0.261 -0.388 0.214
H -1.5937 2.3136 4.5141 -0.238 0.219 0.051
H -2.8339 1.3779 5.4677 0.005 0.391 0.022
H -1.3211 0.6489 5.0224 0.055 0.176 -0.073
C -6.5178 -1.2630 0.3839 -0.499 0.413 0.490
C -5.1334 -0.7123 0.2917 0.309 -0.404 -0.192
O -4.8798 -0.4521 -1.1227 -0.208 0.182 0.443
P -3.7168 0.5669 -1.4382 0.167 -0.263 -0.074
O -2.5114 0.3553 -0.6407 0.412 0.019 0.433
O -3.5366 0.4028 -2.9835 0.012 0.194 -0.453
C -2.9554 -0.7884 -3.5130 -0.047 -1.147 -0.733
C -2.6170 -0.6002 -4.9833 0.039 0.596 0.396
O -4.3033 2.0137 -1.3091 -0.300 0.310 0.191
C -5.5811 2.3549 -1.8912 -0.846 -0.089 0.271
C -5.4391 3.0169 -3.2293 0.005 0.211 0.056
H -6.6109 -2.1749 -0.1974 -0.237 0.029 -0.112
H -6.8056 -1.4495 1.4213 0.283 -0.250 0.030
H -7.2135 -0.4783 0.0769 -0.103 -0.309 -0.423
H -5.0429 0.1951 0.8914 0.169 0.093 -0.157
H -4.3746 -1.4304 0.6042 0.008 0.086 0.194
H -2.0797 -1.1203 -2.9507 0.072 0.482 0.121
H -3.6812 -1.6094 -3.4548 -0.083 0.212 0.229
H -2.0825 0.3402 -5.1412 0.168 -0.120 0.101
H -1.9725 -1.4224 -5.2868 -0.106 -0.034 -0.197
H -3.5169 -0.5424 -5.5939 -0.013 -0.226 -0.032
H -6.2352 1.4797 -1.9421 0.381 -0.231 -0.146
H -6.1109 3.0117 -1.1976 0.445 0.128 0.155
H -4.9756 3.9958 -3.1076 0.149 -0.036 -0.147
H -4.8594 2.3934 -3.9042 0.006 0.066 -0.134
H -6.4381 3.1791 -3.6354 0.029 -0.038 -0.115
```
Positions in Å, forces in eV/Å.

Values from the calculation:
Relative energy (zero: lowest compared OMol25 entry of this formula, charge and spin): 0.0 kcal per mole
Net charge: +1
HOMO level: -12.4417 eV

=====

(3)
Entry from the Open Molecules 2025 dataset: one molecule with the formula C3H2O3 (ωB97M-V/def2-TZVPD).

The geometry in XYZ format:
```
8
Properties=species:S:1:pos:R:3:forces:R:3
O 2.2351 -0.3714 -0.0470 -0.665 0.025 -0.003
C 1.0778 -0.1180 0.0310 0.363 -0.030 -0.105
O 0.0672 -1.0670 0.3545 -0.152 -0.006 -0.113
C -1.4793 -0.3138 0.2683 0.431 0.343 -0.249
C -0.9391 0.8797 -0.0168 -0.322 -0.205 0.045
O 0.4601 1.0326 -0.1184 0.140 0.005 0.059
H 0.0576 -1.8324 -0.2444 0.172 -0.045 0.234
H -1.4794 1.7902 -0.2273 0.034 -0.087 0.132
```
Positions in Å, forces in eV/Å.

Values from the calculation:
Relative energy (zero: lowest compared OMol25 entry of this formula, charge and spin): 88.4 kcal per mole
HOMO level: -9.9292 eV

=====

Number 1: DFT total energy -20785.1353 eV, strongest force on any atom 0.0488 Eh/bohr, HOMO-LUMO gap 9.1 eV. Number 2: DFT total energy -136058.8583 eV, strongest force on any atom 0.0265 Eh/bohr, HOMO-LUMO gap 11.0 eV. Number 3: DFT total energy -9281.6920 eV, strongest force on any atom 0.0129 Eh/bohr, HOMO-LUMO gap 10.1 eV.